(1)
Entry from the Open Molecules 2025 dataset: a 3-piece molecular cluster, C5H13NO2 overall (ωB97M-V/def2-TZVPD).

The HOMO energy comes out at -8.3 eV. The energy comes out at -403.48536 a.u. For the relative energy (zero: lowest compared OMol25 entry of this formula, charge and spin), the calculation gives 239.6 kJ/mol. Its SMILES is C=C/C(C)=C/N.O.O.

```
! RIJCOSX wB97M-V def2-TZVPD def2/J DEFGRID3
* xyz 0 1
C 2.676 0.000 0.246
C 1.466 -0.489 -0.011
C 0.437 -0.066 -1.006
C 0.312 -1.059 -2.127
C -0.200 1.095 -0.914
N -1.148 1.501 -1.877
H 3.254 0.726 -0.277
H 3.170 -0.497 1.081
H 1.222 -1.363 0.606
H -0.650 -1.569 -2.164
H 1.097 -1.834 -2.010
H 0.333 -0.635 -3.134
H -0.068 1.652 0.024
H -0.613 1.664 -2.725
H -1.676 2.333 -1.660
O -0.066 0.465 3.353
H 0.475 0.754 2.614
H -0.972 0.505 3.039
O -2.934 -0.720 2.133
H -3.443 -1.452 1.783
H -2.672 -1.012 3.027
*
```

Results of the Löwdin charge analysis, in e, for atoms 1 through 2: atom 1 (C): 0.01, atom 2 (C): -0.18

***

(2)
Entry from the Open Molecules 2025 dataset: a 2-piece molecular cluster, C4H3Cl2N overall (ωB97M-V/def2-TZVPD).

The HOMO energy (alpha / beta) comes out at -6.1 / -9.8 eV. The energy comes out at -1129.05094 a.u. For the relative energy (zero: lowest compared OMol25 entry of this formula, charge and spin), the calculation gives 408.7 kJ/mol.

```
! RIJCOSX wB97M-V def2-TZVPD def2/J DEFGRID3
* xyz 0 3
C -1.920 0.359 -0.431
C -1.474 0.996 -1.367
C 1.086 0.412 0.848
C 1.139 -0.964 0.516
N 0.535 1.374 0.566
Cl -1.867 -0.128 1.290
Cl -1.018 1.654 -2.811
H 1.990 -1.474 0.901
H 1.194 -0.820 -0.519
H 0.335 -1.411 1.007
*
```

Results of the Löwdin charge analysis, in e, for atoms 1 through 2: atom 1 (C): -0.53, atom 2 (C): -0.65

***

(3)
Entry from the Open Molecules 2025 dataset: a 12-piece molecular cluster, C42H87B4F18N13O8S2 overall (ωB97M-V/def2-TZVPD).

The HOMO energy comes out at -11.3 eV. The energy comes out at -5659.87915 a.u.

```
! RIJCOSX wB97M-V def2-TZVPD def2/J DEFGRID3
* xyz 2 1
C 6.879 -3.972 0.326
C 7.833 -2.794 0.243
N 8.992 -3.147 -0.576
C 10.036 -3.985 -0.223
C 10.838 -4.134 -1.284
N 10.252 -3.458 -2.348
C 9.173 -2.836 -1.866
C 10.906 -3.365 -3.640
H 6.496 -4.150 -0.682
H 6.060 -3.753 1.010
H 7.296 -4.939 0.609
H 8.282 -2.396 1.154
H 7.311 -1.965 -0.234
H 10.071 -4.440 0.752
H 11.771 -4.651 -1.424
H 8.516 -2.204 -2.441
H 11.099 -4.381 -3.990
H 11.899 -2.938 -3.510
H 10.288 -2.880 -4.388
C 3.491 -0.093 0.106
C 2.189 -0.902 -0.038
N 2.454 -2.137 -0.787
C 3.149 -3.190 -0.302
C 3.200 -4.167 -1.270
N 2.589 -3.614 -2.374
C 2.173 -2.374 -2.072
C 2.292 -4.251 -3.660
H 4.234 -0.706 0.616
H 3.351 0.870 0.588
H 3.936 0.109 -0.873
H 1.388 -0.364 -0.537
H 1.881 -1.168 0.974
H 3.539 -3.206 0.702
H 3.438 -5.211 -1.153
H 1.607 -1.772 -2.764
H 2.364 -3.537 -4.474
H 1.355 -4.798 -3.596
H 3.058 -5.003 -3.852
C 2.430 -7.772 7.275
C 3.667 -6.966 6.824
N 3.707 -6.909 5.368
C 3.673 -8.026 4.550
C 3.741 -7.648 3.263
N 3.894 -6.283 3.282
C 3.853 -5.854 4.560
C 4.044 -5.457 2.093
H 1.565 -7.112 7.305
H 2.539 -8.089 8.312
H 2.231 -8.657 6.675
H 4.628 -7.354 7.161
H 3.596 -5.942 7.193
H 3.577 -9.014 4.959
H 3.717 -8.228 2.361
H 3.986 -4.830 4.883
H 4.904 -5.751 1.493
H 4.244 -4.440 2.421
H 3.148 -5.574 1.487
C 6.136 -15.660 2.250
C 7.468 -14.965 2.234
N 7.348 -13.586 1.749
C 7.851 -13.089 0.571
C 7.560 -11.758 0.547
N 6.802 -11.475 1.663
C 6.749 -12.581 2.398
C 6.193 -10.195 1.983
H 5.804 -15.964 1.256
H 5.323 -15.158 2.775
H 6.179 -16.625 2.763
H 8.213 -15.466 1.619
H 7.918 -14.914 3.227
H 8.499 -13.642 -0.086
H 7.763 -10.993 -0.183
H 6.111 -12.636 3.268
H 5.189 -10.350 2.385
H 5.979 -9.711 1.027
H 6.870 -9.608 2.597
C -4.257 -10.078 1.689
C -3.058 -9.709 0.802
N -1.895 -9.408 1.636
C -1.102 -10.365 2.249
C -0.128 -9.720 2.946
N -0.355 -8.382 2.804
C -1.464 -8.210 2.064
C 0.385 -7.311 3.420
H -5.180 -10.046 1.116
H -4.348 -9.429 2.559
H -4.113 -11.078 2.103
H -3.341 -8.792 0.286
H -2.743 -10.478 0.104
H -1.380 -11.401 2.155
H 0.756 -10.098 3.450
H -2.065 -7.329 1.912
H -0.172 -6.384 3.532
H 1.122 -6.962 2.683
H 0.965 -7.677 4.262
C -1.016 -5.912 0.299
O -1.180 -5.118 1.463
C -0.243 -4.062 1.470
C -0.714 -3.038 2.505
N -0.785 -3.587 3.887
H -1.484 -4.316 4.008
H 0.145 -3.966 4.124
C -0.881 -2.560 4.981
C -0.828 -3.252 6.350
O 0.335 -4.031 6.278
C 1.077 -4.115 7.504
H -0.015 -6.359 0.263
H -1.207 -5.355 -0.620
H -1.655 -6.795 0.343
H -0.257 -3.493 0.531
H 0.796 -4.374 1.596
H -1.731 -2.756 2.235
H -0.090 -2.150 2.433
H -1.872 -2.101 5.002
H -0.111 -1.824 4.768
H -1.717 -3.865 6.535
H -0.735 -2.494 7.131
H 1.850 -4.848 7.291
H 0.481 -4.537 8.315
H 1.546 -3.166 7.760
C 6.160 -10.291 5.814
O 6.795 -9.050 5.544
C 6.969 -8.366 6.795
C 7.695 -7.082 6.467
N 8.881 -7.321 5.558
H 9.661 -7.435 6.209
H 8.882 -8.215 5.061
C 9.153 -6.167 4.587
C 8.100 -6.068 3.506
O 6.917 -5.456 3.903
C 6.936 -4.066 4.119
H 5.098 -10.117 6.003
H 6.573 -10.911 6.614
H 6.125 -10.964 4.952
H 7.532 -9.023 7.460
H 6.048 -8.029 7.275
H 7.984 -6.478 7.326
H 6.950 -6.473 5.947
H 10.141 -6.465 4.234
H 9.225 -5.303 5.245
H 7.934 -7.030 3.017
H 8.448 -5.421 2.689
H 7.290 -3.446 3.277
H 7.556 -3.830 4.980
H 5.922 -3.684 4.199
N 3.800 -7.834 0.218
S 2.603 -8.105 -0.719
O 2.658 -9.397 -1.361
O 1.913 -7.041 -1.372
F 1.583 -8.438 0.481
S 4.903 -7.774 -1.035
O 4.701 -6.830 -2.097
O 5.643 -8.963 -1.323
F 6.046 -6.955 -0.220
B 0.267 -9.764 9.667
F -0.468 -10.981 9.648
F -0.193 -8.895 10.655
F 1.611 -10.078 9.881
F 0.105 -9.146 8.405
B 5.595 -4.521 7.933
F 5.928 -3.489 8.794
F 6.283 -5.705 8.296
F 4.182 -4.723 7.999
F 5.909 -4.200 6.606
B 2.910 -11.405 4.489
F 1.613 -10.953 4.736
F 3.724 -11.052 5.568
F 2.915 -12.797 4.333
F 3.406 -10.724 3.317
B 2.671 -2.321 3.600
F 4.078 -2.311 3.508
F 2.322 -2.858 4.822
F 2.157 -1.033 3.405
F 2.254 -3.184 2.522
*
```

Results of the Löwdin charge analysis, in e, for atoms 1 through 2: atom 1 (C): -0.06, atom 2 (C): -0.15

***

(4)
Entry from the Open Molecules 2025 dataset: the molecule C6H6O (ωB97M-V/def2-TZVPD).

The HOMO energy comes out at -10.0 eV. The energy comes out at -307.31756 a.u. For the relative energy (zero: lowest compared OMol25 entry of this formula, charge and spin), the calculation gives 383.0 kJ/mol. Its SMILES is C#CC(C#C)CO.

```
! RIJCOSX wB97M-V def2-TZVPD def2/J DEFGRID3
* xyz 0 1
C -1.449 -2.029 -0.226
C -0.825 -0.998 -0.210
C -0.018 0.230 -0.393
C -0.716 1.453 0.041
C -1.347 2.407 0.425
C 1.382 0.105 0.262
O 2.033 -1.058 -0.178
H -2.040 -2.898 -0.417
H 0.120 0.247 -1.481
H -1.886 3.266 0.768
H 1.249 0.127 1.357
H 2.010 0.967 -0.030
H 1.488 -1.819 0.082
*
```

Results of the Löwdin charge analysis, in e, for atoms 1 through 2: atom 1 (C): 0.13, atom 2 (C): -0.10

***

(5)
Entry from the Open Molecules 2025 dataset: a 3-piece molecular cluster, C3H11N3O2 overall (ωB97M-V/def2-TZVPD).

The HOMO energy (alpha / beta) comes out at -8.3 / -7.2 eV. The energy comes out at -435.39807 a.u. For the relative energy (zero: lowest compared OMol25 entry of this formula, charge and spin), the calculation gives 767.3 kJ/mol.

```
! RIJCOSX wB97M-V def2-TZVPD def2/J DEFGRID3
* xyz 0 1
C 0.888 1.050 -0.088
C 1.853 0.101 -0.668
N 0.878 -0.135 2.142
O 1.195 -1.446 1.675
H 0.364 -1.925 1.794
H 1.797 0.291 2.229
H 1.191 1.738 0.685
H 0.171 1.512 -0.750
H 1.816 0.080 -1.759
H 1.633 -0.908 -0.275
H 2.873 0.312 -0.333
N -1.992 0.088 -2.055
C -2.211 -0.088 -0.702
O -1.582 -0.116 1.460
N -1.263 0.026 0.140
H -0.648 0.048 1.917
H -1.047 -0.076 -2.371
H -2.675 -0.330 -2.665
H -3.242 -0.224 -0.377
*
```

Results of the Löwdin charge analysis, in e, for atoms 1 through 2: atom 1 (C): -0.04, atom 2 (C): -0.17

***

(6)
Entry from the Open Molecules 2025 dataset: a 2-piece molecular cluster, C9H16Si2 overall (ωB97M-V/def2-TZVPD).

The HOMO energy comes out at -7.2 eV. The energy comes out at -931.39906 a.u. For the relative energy (zero: lowest compared OMol25 entry of this formula, charge and spin), the calculation gives 189.8 kJ/mol.

```
! RIJCOSX wB97M-V def2-TZVPD def2/J DEFGRID3
* xyz 0 1
C -3.514 -1.218 -0.237
C -2.470 -1.121 -1.150
C -3.478 -0.509 0.960
C -1.355 -0.308 -0.930
C -2.357 0.245 1.205
C -1.360 0.457 0.249
C 0.511 2.886 -0.785
C 3.334 -0.399 -0.956
C 1.610 -2.101 1.171
Si -0.033 1.752 0.646
Si 2.408 -0.312 0.694
H -4.183 -1.964 -0.590
H -2.447 -1.650 -1.982
H -4.181 -0.541 1.680
H -0.455 -0.173 -1.687
H -2.293 0.785 2.116
H 1.393 3.378 -0.470
H 0.724 2.353 -1.705
H -0.110 3.733 -1.157
H 3.829 0.536 -1.331
H 3.989 -1.165 -1.090
H 2.767 -0.473 -1.850
H 2.416 -2.918 0.922
H 1.329 -1.914 2.296
H 0.774 -2.264 0.534
H -0.088 2.630 1.796
H 3.238 0.276 1.650
*
```

Results of the Löwdin charge analysis, in e, for atoms 1 through 2: atom 1 (C): -0.06, atom 2 (C): -0.09

***

The highest energy belongs to which entry?
C6H6O